Record 1
A structure of composition C69H46I4MnN4P2Se at a distorted geometry, computed with ωB97M-V/def2-TZVPD.

Results
- Total charge: -1
- ⟨S²⟩: 6.350
- LUMO (alpha / beta): 1.62 / 1.18 eV
- 2S+1: 5

Atoms and positions in Å:
Mn1 0.035 -0.776 0.119
I1 -9.292 -3.078 1.210
C1 -7.323 -2.304 1.032
C2 -6.272 -3.172 0.799
C3 -5.002 -2.654 0.649
C4 -4.772 -1.281 0.730
C5 -5.843 -0.434 0.982
C6 -7.124 -0.940 1.128
C7 -3.379 -0.815 0.548
C8 -2.603 -0.600 1.671
C9 -3.098 -0.679 3.016
C10 -2.021 -0.694 3.835
C11 -0.863 -0.578 2.999
C12 0.444 -0.608 3.451
C13 0.718 -1.200 4.776
C14 1.147 -2.527 4.754
C15 1.391 -3.212 5.928
C16 1.213 -2.556 7.132
I2 1.589 -3.597 8.943
C17 0.801 -1.239 7.182
C18 0.549 -0.563 5.998
C19 1.558 -0.337 2.635
N1 1.540 -0.218 1.268
C20 2.835 0.034 0.900
C21 3.328 0.009 -0.421
C22 4.803 -0.059 -0.536
C23 5.613 1.010 -0.892
C24 6.991 0.861 -0.927
C25 7.546 -0.363 -0.610
I3 9.656 -0.590 -0.639
C26 6.758 -1.445 -0.265
C27 5.388 -1.286 -0.229
C28 2.566 -0.317 -1.530
C29 3.119 -0.630 -2.819
C30 2.136 -1.221 -3.536
C31 0.957 -1.205 -2.721
N2 1.227 -0.610 -1.511
C32 -0.284 -1.676 -3.099
C33 -1.468 -1.414 -2.376
C34 -2.770 -1.563 -2.904
C35 -3.643 -1.262 -1.890
C36 -2.859 -0.960 -0.753
N3 -1.527 -0.988 -1.075
C37 -0.448 -2.662 -4.189
C38 -0.529 -3.994 -3.784
C39 -0.794 -4.996 -4.698
C40 -0.985 -4.657 -6.025
I4 -1.465 -6.177 -7.425
C41 -0.892 -3.348 -6.453
C42 -0.619 -2.350 -5.530
C43 3.658 0.152 2.048
C44 2.862 -0.106 3.133
N4 -1.235 -0.475 1.680
H1 -6.437 -4.239 0.730
H2 -4.167 -3.315 0.464
H3 -5.674 0.631 1.044
H4 -7.955 -0.272 1.304
H5 -4.136 -0.737 3.281
H6 -1.997 -0.772 4.905
H7 1.262 -3.020 3.799
H8 1.703 -4.244 5.896
H9 0.670 -0.742 8.132
H10 0.225 0.467 6.029
H11 5.173 1.968 -1.131
H12 7.622 1.696 -1.190
H13 7.196 -2.401 -0.021
H14 4.748 -2.111 0.047
H15 4.137 -0.439 -3.107
H16 2.183 -1.618 -4.531
H17 -2.994 -1.841 -3.916
H18 -4.716 -1.246 -1.920
H19 -0.397 -4.231 -2.738
H20 -0.870 -6.020 -4.365
H21 -1.053 -3.095 -7.491
H22 -0.569 -1.322 -5.856
H23 4.709 0.382 2.035
H24 3.139 -0.117 4.171
Se1 0.314 -2.952 0.428
C45 0.200 4.318 -0.499
P1 -0.118 2.481 -0.258
C46 -1.931 2.637 -0.498
C47 -2.742 3.477 0.263
C48 -4.086 3.606 -0.031
C49 -4.628 2.921 -1.107
C50 -3.824 2.108 -1.886
C51 -2.483 1.959 -1.578
C52 0.132 2.613 1.556
C53 -0.841 2.412 2.524
C54 -0.534 2.611 3.861
C55 0.737 3.009 4.236
C56 1.727 3.157 3.279
C57 1.429 2.942 1.950
P2 0.717 4.819 -2.205
C58 0.668 6.638 -1.913
C59 -0.271 7.324 -1.147
C60 -0.170 8.693 -0.981
C61 0.878 9.393 -1.554
C62 1.833 8.718 -2.295
C63 1.722 7.352 -2.475
C64 -0.817 4.532 -3.175
C65 -1.882 5.414 -3.301
C66 -2.928 5.122 -4.159
C67 -2.920 3.954 -4.904
C68 -1.863 3.069 -4.781
C69 -0.816 3.361 -3.930
H25 1.032 4.625 0.144
H26 -0.693 4.865 -0.187
H27 -2.326 4.033 1.094
H28 -4.710 4.247 0.575
H29 -5.678 3.014 -1.336
H30 -4.245 1.581 -2.727
H31 -1.852 1.319 -2.183
H32 -1.836 2.094 2.246
H33 -1.298 2.449 4.609
H34 0.963 3.201 5.276
H35 2.732 3.434 3.567
H36 2.211 3.018 1.204
H37 -1.089 6.803 -0.670
H38 -0.915 9.217 -0.397
H39 0.952 10.461 -1.417
H40 2.665 9.254 -2.729
H41 2.460 6.813 -3.052
H42 -1.896 6.343 -2.750
H43 -3.746 5.820 -4.259
H44 -3.729 3.746 -5.590
H45 -1.848 2.157 -5.361
H46 0.026 2.687 -3.846

These are the Löwdin partial charges, in e, on atoms 1 to 6:
1. Mn 0.38
2. I 0.78
3. C -0.71
4. C -0.15
5. C -0.01
6. C -0.21



Record 2
The molecule C2H5N5O at a distorted geometry, computed with ωB97M-V/def2-TZVPD.

Results
- Energy above the lowest of the compared OMol25 structures with the same formula, charge and spin: 310.3 kJ/mol
- SMILES: N/N=c1\[nH]cnn1O
- LUMO: 0.89 eV

Atoms and positions in Å:
N1 2.300 -0.165 -0.002
N2 1.057 -1.075 -0.104
C1 0.034 -0.306 -0.077
N3 0.010 1.036 0.069
C2 -1.280 1.455 -0.068
N4 -2.101 0.422 -0.070
N5 -1.289 -0.662 -0.132
O1 -1.681 -1.939 -0.066
H1 2.793 -0.303 -0.868
H2 2.974 -0.610 0.635
H3 0.875 1.623 0.011
H4 -1.552 2.524 -0.079
H5 -2.141 -1.998 0.752

These are the Löwdin partial charges, in e, on atoms 1 to 6:
1. N -0.04
2. N 0.02
3. C -0.44
4. N 0.10
5. C -0.16
6. N 0.11



Record 3
A structure of composition C45H121F3MnN11O14S at a distorted geometry, computed with ωB97M-V/def2-TZVPD.

Results
- Energy above the lowest of the compared OMol25 structures with the same formula, charge and spin: 430.7 kJ/mol
- Total charge: +1
- ⟨S²⟩: 8.753
- LUMO (alpha / beta): -2.81 / -3.42 eV
- 2S+1: 6

Atoms and positions in Å:
Mn1 -2.614 2.873 -1.409
C1 -0.266 -0.887 -0.070
F1 0.459 -0.533 -1.119
F2 -1.325 -1.559 -0.507
F3 0.474 -1.602 0.720
S1 -0.802 0.656 0.804
O1 -1.739 0.232 1.828
O2 0.422 1.225 1.295
O3 -1.490 1.455 -0.211
C2 -5.240 -2.699 3.191
C3 -4.449 -2.791 1.898
C4 -5.056 -1.864 0.815
O4 -4.287 -1.824 -0.365
C5 -4.629 -2.835 -1.297
N1 -3.025 -2.463 2.063
H1 -5.733 -1.718 3.286
H2 -4.624 -2.771 4.070
H3 -6.056 -3.419 3.150
H4 -4.579 -3.813 1.534
H5 -5.087 -0.867 1.272
H6 -6.094 -2.172 0.622
H7 -4.478 -3.844 -0.907
H8 -3.963 -2.671 -2.149
H9 -5.638 -2.735 -1.718
H10 -2.607 -2.790 1.199
H11 -2.927 -1.449 2.105
C6 -4.548 0.646 -4.036
C7 -3.815 0.315 -2.738
C8 -2.304 0.291 -2.975
O5 -1.754 1.569 -3.109
C9 -0.372 1.630 -3.540
N2 -4.157 1.382 -1.715
H12 -4.045 1.430 -4.604
H13 -5.599 0.858 -3.834
H14 -4.556 -0.220 -4.703
H15 -4.153 -0.646 -2.360
H16 -2.231 -0.256 -3.925
H17 -1.818 -0.359 -2.246
H18 0.243 1.069 -2.840
H19 -0.160 2.689 -3.669
H20 -0.322 1.228 -4.557
H21 -4.684 0.880 -0.993
H22 -4.935 1.925 -2.109
C10 -4.793 3.431 2.582
C11 -4.683 2.935 1.134
C12 -6.042 3.216 0.479
O6 -6.210 4.588 0.435
C13 -7.513 4.969 0.039
N3 -3.578 3.692 0.434
H23 -5.219 2.738 3.313
H24 -5.144 4.450 2.728
H25 -3.788 3.463 3.050
H26 -4.554 1.855 1.239
H27 -6.800 2.661 1.039
H28 -6.019 2.770 -0.529
H29 -8.246 4.460 0.663
H30 -7.755 4.752 -1.011
H31 -7.521 6.055 0.079
H32 -4.100 4.572 0.323
H33 -2.843 3.733 1.136
C14 -3.131 -0.896 5.989
C15 -3.446 0.445 5.370
C16 -3.999 1.499 6.284
O7 -4.870 1.032 7.277
C17 -6.188 0.807 6.828
N4 -2.176 0.955 4.718
H34 -2.855 -1.617 5.226
H35 -4.018 -1.242 6.522
H36 -2.268 -0.773 6.642
H37 -4.128 0.347 4.510
H38 -4.451 2.365 5.773
H39 -3.226 1.977 6.898
H40 -6.602 1.760 6.462
H41 -6.809 0.513 7.670
H42 -6.231 0.047 6.039
H43 -2.331 1.971 4.776
H44 -2.296 0.787 3.702
C18 3.286 2.768 0.028
C19 3.861 2.902 1.487
C20 4.474 4.267 1.602
O8 3.767 5.402 1.179
C21 3.325 6.237 2.283
N5 2.590 2.828 2.317
H45 4.148 3.001 -0.637
H46 2.680 3.655 -0.168
H47 2.883 1.806 -0.254
H48 4.480 2.029 1.662
H49 5.407 4.272 1.019
H50 4.907 4.389 2.607
H51 4.216 6.667 2.764
H52 2.905 5.581 3.061
H53 2.612 6.976 1.940
H54 2.169 3.740 2.141
H55 1.954 2.128 1.922
C22 -1.431 6.413 -0.853
C23 -0.666 5.362 -1.632
C24 0.764 5.755 -1.957
O9 1.359 4.655 -2.587
C25 2.700 4.956 -3.065
N6 -0.824 4.010 -1.045
H56 -2.407 6.004 -0.565
H57 -1.557 7.349 -1.385
H58 -1.027 6.581 0.155
H59 -1.035 5.340 -2.671
H60 1.294 5.958 -1.020
H61 0.787 6.658 -2.575
H62 2.630 5.339 -4.090
H63 3.257 4.026 -3.017
H64 3.152 5.728 -2.442
H65 0.053 3.509 -1.297
H66 -0.577 4.022 -0.041
C26 3.601 -1.822 0.884
C27 5.002 -1.934 1.431
C28 5.753 -3.172 0.944
O10 5.377 -4.271 1.775
C29 6.168 -5.392 1.535
N7 5.741 -0.744 0.942
H67 2.798 -2.499 1.164
H68 3.735 -1.883 -0.206
H69 3.225 -0.821 1.112
H70 5.014 -1.884 2.521
H71 6.831 -3.056 1.057
H72 5.362 -3.397 -0.059
H73 7.235 -5.283 1.767
H74 6.096 -5.628 0.461
H75 5.807 -6.262 2.078
H76 6.692 -0.757 1.303
H77 5.871 -0.915 -0.064
C30 3.693 0.505 -2.598
C31 4.411 -0.414 -3.585
C32 5.338 -1.395 -2.888
O11 6.313 -0.831 -2.064
C33 7.253 0.053 -2.666
N8 3.372 -1.174 -4.354
H78 4.456 1.082 -2.072
H79 3.051 -0.018 -1.888
H80 3.078 1.209 -3.164
H81 4.890 0.206 -4.345
H82 5.874 -1.914 -3.702
H83 4.849 -2.153 -2.279
H84 6.765 1.026 -2.637
H85 7.480 -0.262 -3.690
H86 8.182 -0.020 -2.111
H87 3.943 -1.857 -4.864
H88 2.812 -1.740 -3.718
C34 1.142 -1.712 -8.206
C35 0.264 -2.288 -7.108
C36 0.031 -1.245 -6.049
O12 -0.705 -1.790 -4.927
C37 0.151 -2.232 -3.900
N9 -0.995 -2.804 -7.690
H89 1.523 -2.498 -8.865
H90 2.033 -1.231 -7.797
H91 0.607 -1.032 -8.870
H92 0.739 -3.192 -6.695
H93 -0.784 -0.594 -6.409
H94 0.885 -0.595 -5.859
H95 0.672 -1.375 -3.455
H96 0.866 -2.983 -4.248
H97 -0.414 -2.620 -3.049
H98 -1.487 -3.222 -6.893
H99 -0.830 -3.642 -8.245
C38 0.686 -1.354 4.861
C39 1.388 -0.134 5.482
C40 2.878 -0.156 5.190
O13 3.451 1.015 5.738
C41 4.834 0.886 5.812
N10 0.779 1.143 4.975
H100 -0.316 -1.407 5.272
H101 1.247 -2.261 5.113
H102 0.702 -1.261 3.774
H103 1.233 -0.079 6.563
H104 3.136 -0.241 4.122
H105 3.338 -1.032 5.681
H106 5.273 1.788 6.225
H107 5.306 0.605 4.860
H108 5.084 0.047 6.484
H109 0.746 1.002 3.957
H110 -0.234 0.989 5.142
C42 1.071 -8.443 -3.045
C43 1.036 -7.770 -1.698
C44 1.415 -6.282 -1.795
O14 1.506 -5.726 -0.470
C45 0.621 -4.690 -0.157
N11 -0.177 -8.004 -0.873
H111 0.442 -9.339 -3.085
H112 2.067 -8.652 -3.413
H113 0.495 -7.831 -3.759
H114 1.811 -8.182 -1.033
H115 0.629 -5.737 -2.348
H116 2.385 -6.102 -2.270
H117 0.716 -3.790 -0.772
H118 0.777 -4.391 0.884
H119 -0.411 -5.072 -0.102
H120 -0.971 -8.108 -1.517
H121 -0.450 -7.158 -0.384

These are the Löwdin partial charges, in e, on atoms 1 to 6:
1. Mn 0.98
2. C -0.70
3. F 0.12
4. F 0.13
5. F 0.18
6. S 0.53



Record 4
A cluster of 2 separate species, C3H10NO in total at a distorted geometry, computed with ωB97M-V/def2-TZVPD.

Results
- Energy above the lowest of the compared OMol25 structures with the same formula, charge and spin: 269.7 kJ/mol
- Total charge: +1
- LUMO: -5.53 eV

Atoms and positions in Å:
C1 0.522 2.214 0.322
N1 0.321 1.625 1.448
H1 0.496 3.320 0.072
H2 0.200 1.525 -0.519
H3 0.190 0.566 1.441
H4 0.464 2.075 2.308
C2 -0.514 -0.892 -1.021
O1 -0.817 -0.572 0.369
C3 0.482 -2.059 -1.138
H5 -1.545 -1.214 -1.598
H6 0.162 -0.124 -1.161
H7 -1.099 -1.363 0.816
H8 0.977 -2.437 -0.199
H9 0.009 -2.887 -1.603
H10 1.495 -1.838 -1.625

These are the Löwdin partial charges, in e, on atoms 1 to 6:
1. C 0.16
2. N 0.19
3. H 0.16
4. H 0.11
5. H 0.15
6. H 0.13



Record 5
A structure of composition C17H16Cl5GeN3STi, computed with ωB97M-V/def2-TZVPD.

Results
- Energy above the lowest of the compared OMol25 structures with the same formula, charge and spin: 0.0 kJ/mol
- Total charge: -1
- ⟨S²⟩: 3.802
- LUMO (alpha / beta): 2.24 / 2.03 eV
- 2S+1: 4

Atoms and positions in Å:
Ti1 0.765 0.479 -0.667
Cl1 3.296 0.417 -0.317
C1 3.592 0.416 1.441
C2 4.917 0.560 1.804
C3 5.248 0.549 3.149
C4 4.233 0.386 4.081
C5 2.921 0.245 3.668
Cl2 1.728 0.038 4.928
C6 2.513 0.261 2.321
S1 0.847 0.092 1.843
H1 5.667 0.684 1.036
H2 6.274 0.667 3.468
H3 4.445 0.369 5.141
C7 -2.301 -1.843 -0.303
C8 -3.162 -0.635 -0.486
C9 -4.531 -0.740 -0.493
C10 -5.346 0.390 -0.623
C11 -4.770 1.662 -0.699
C12 -3.407 1.830 -0.709
C13 -2.802 3.201 -0.722
C14 -2.517 0.669 -0.695
N1 -1.250 0.777 -0.850
H4 -2.889 -2.663 0.114
H5 -1.458 -1.631 0.358
H6 -1.870 -2.180 -1.251
H7 -4.987 -1.718 -0.372
H8 -6.424 0.283 -0.628
H9 -5.413 2.536 -0.732
H10 -3.449 3.902 -0.193
H11 -2.674 3.571 -1.744
H12 -1.817 3.202 -0.255
Cl3 1.216 0.911 -3.175
Ge1 0.050 2.937 -2.529
Cl4 1.632 4.361 -3.530
Cl5 1.096 3.029 -0.375
N2 1.556 -3.741 -0.831
C15 1.025 -3.631 -2.102
C16 0.662 -2.330 -2.234
N3 0.953 -1.645 -1.071
C17 1.492 -2.522 -0.258
H13 1.964 -4.557 -0.416
H14 0.955 -4.467 -2.773
H15 0.214 -1.817 -3.068
H16 1.807 -2.305 0.750

These are the Löwdin partial charges, in e, on atoms 1 to 6:
1. Ti -0.07
2. Cl 0.68
3. C -0.58
4. C -0.14
5. C -0.11
6. C -0.14



no.,E_tot (a.u.)
1,-8302.05970
2,-428.10495
3,-5291.18291
4,-249.95108
5,-6447.46114